C21H24N4O3S | wB97M-V/def2-TZVPD

XYZ file:
```
53
Properties=species:S:1:pos:R:3:nbo_charge:R:1
C -2.2504 -3.5894 -0.1809 -0.63
C -1.9840 -2.2330 -0.8278 -0.22
N -2.6426 -1.1374 -0.1472 -0.70
C -4.0406 -0.8966 -0.4225 -0.22
C -4.2246 0.0580 -1.6005 -0.61
S -2.0629 -0.6686 1.3367 2.34
O -3.1343 -0.6163 2.2912 -0.94
O -0.8983 -1.4485 1.6428 -0.95
C -1.5299 1.0142 1.0089 -0.34
C -2.4529 2.0391 0.9119 -0.18
C -2.0122 3.3228 0.6323 -0.21
C -0.6622 3.5670 0.4369 -0.15
C 0.2590 2.5298 0.5249 -0.15
C 1.7155 2.8057 0.3335 0.67
O 2.3022 3.7207 0.8658 -0.58
N 2.3573 1.9199 -0.4825 -0.63
C 1.7150 0.9863 -1.2952 0.31
C 0.7650 1.1697 -2.2765 -0.34
C 0.4048 -0.1301 -2.6750 0.15
C -0.5673 -0.5179 -3.7294 -0.64
N 1.0768 -1.0285 -1.9786 -0.27
N 1.8761 -0.3571 -1.1472 -0.21
C 2.7170 -1.0184 -0.2293 0.21
C 2.1801 -1.9671 0.6317 -0.23
C 3.0084 -2.6024 1.5397 -0.18
C 4.3580 -2.2956 1.5921 -0.21
C 4.8883 -1.3517 0.7282 -0.20
C 4.0720 -0.7127 -0.1871 -0.24
C -0.1831 1.2472 0.8355 -0.12
H -3.3150 -3.8135 -0.1707 0.20
H -1.7340 -4.3693 -0.7346 0.21
H -1.8868 -3.5786 0.8427 0.23
H -2.3254 -2.2312 -1.8655 0.20
H -0.9133 -2.0240 -0.8228 0.24
H -4.5560 -1.8411 -0.6277 0.19
H -4.4720 -0.4713 0.4849 0.23
H -3.8638 -0.3976 -2.5197 0.20
H -5.2782 0.2946 -1.7240 0.21
H -3.6716 0.9788 -1.4313 0.21
H -3.4964 1.8282 1.0826 0.23
H -2.7204 4.1351 0.5692 0.22
H -0.3085 4.5636 0.2198 0.23
H 3.3601 2.0349 -0.5557 0.42
H 0.3887 2.1007 -2.6466 0.23
H -0.2629 -0.1078 -4.6914 0.22
H -0.6113 -1.6004 -3.8012 0.23
H -1.5546 -0.1261 -3.4908 0.22
H 1.1229 -2.1808 0.6080 0.25
H 2.5908 -3.3328 2.2151 0.22
H 4.9986 -2.7910 2.3059 0.22
H 5.9411 -1.1149 0.7625 0.22
H 4.4874 0.0039 -0.8808 0.21
H 0.4988 0.4253 0.9834 0.24
```

Values from the calculation:
Charge: 0
SMILES: CCN(CC)S(=O)(=O)c1cccc(C(=O)Nc2cc(C)nn2-c2ccccc2)c1
Lowest unoccupied orbital energy: 0.4 eV
2S+1: 1
Maximum force: 1.13 eV/A
Total energy: -45104.6877 eV
Relative energy (zero: lowest compared OMol25 entry of this formula, charge and spin): 1.6515 eV
Orbital gap: 9.5 eV

=====

C21H24N4O4S2 | wB97M-V/def2-TZVPD

XYZ file:
```
55
Properties=species:S:1:pos:R:3:nbo_charge:R:1
C 1.6716 -2.7724 -1.5533 -0.62
C 0.4981 -2.3177 -0.6964 -0.40
C -0.8309 -2.8967 -1.1930 -0.23
N -1.9471 -2.1803 -0.6013 -0.44
C -2.4116 -1.0222 -1.1374 0.33
S -1.7549 -0.5342 -2.7087 0.23
C -2.2354 1.2146 -2.7094 -0.62
C -1.3745 2.0901 -1.8001 0.68
O -1.8187 3.0948 -1.3010 -0.59
N -0.1040 1.6292 -1.6578 -0.64
C 0.9293 2.1229 -0.8633 0.24
C 0.8949 3.3743 -0.2517 -0.24
C 1.9706 3.8004 0.5089 -0.19
C 3.0798 2.9883 0.6921 -0.21
C 3.0928 1.7408 0.0974 -0.32
S 4.4318 0.5835 0.4083 2.33
O 4.2984 -0.5057 -0.5156 -0.95
O 5.6727 1.2918 0.4780 -0.93
N 4.1173 -0.0282 1.9303 -0.66
C 4.3542 0.8760 3.0260 -0.43
C 2.9197 -0.8225 2.0222 -0.43
C 2.0431 1.3048 -0.6794 -0.26
N -3.3000 -0.2570 -0.6245 -0.54
C -3.8624 -0.6213 0.5686 0.26
C -4.8339 0.2005 1.1475 -0.24
C -5.4206 -0.1732 2.3347 -0.17
C -5.0558 -1.3608 2.9691 -0.23
C -4.0937 -2.1742 2.4151 -0.14
C -3.4870 -1.8143 1.2099 -0.23
C -2.4483 -2.6520 0.6241 0.67
O -2.0065 -3.6710 1.1101 -0.60
H 1.7936 -3.8504 -1.4900 0.21
H 1.5053 -2.5070 -2.5956 0.20
H 2.5950 -2.2998 -1.2239 0.24
H 0.4309 -1.2265 -0.7121 0.19
H 0.6474 -2.6222 0.3410 0.22
H -0.9230 -3.9424 -0.8926 0.25
H -0.9047 -2.8262 -2.2810 0.21
H -3.2761 1.2878 -2.3965 0.29
H -2.1332 1.5545 -3.7413 0.25
H 0.1072 0.7553 -2.1305 0.41
H 0.0291 4.0027 -0.3809 0.26
H 1.9407 4.7785 0.9641 0.22
H 3.9322 3.3139 1.2653 0.23
H 4.5411 0.3003 3.9332 0.21
H 3.5046 1.5491 3.1999 0.18
H 5.2407 1.4551 2.7806 0.24
H 2.8730 -1.4405 1.1300 0.23
H 2.9786 -1.4644 2.9011 0.21
H 2.0139 -0.2049 2.0916 0.18
H 2.1203 0.3347 -1.1456 0.24
H -5.1027 1.1155 0.6443 0.23
H -6.1738 0.4590 2.7812 0.22
H -5.5297 -1.6392 3.8980 0.22
H -3.7881 -3.0962 2.8862 0.24
```

Values from the calculation:
Charge: 0
SMILES: CCCn1c(SCC(=O)Nc2cccc(S(=O)(=O)N(C)C)c2)nc2ccccc2c1=O
Lowest unoccupied orbital energy: 0.4 eV
2S+1: 1
Maximum force: 1.10 eV/A
Total energy: -57988.7951 eV
Relative energy (zero: lowest compared OMol25 entry of this formula, charge and spin): 0.0000 eV
Orbital gap: 9.1 eV

=====

C21H24N4ORuSb | wB97M-V/def2-TZVPD

XYZ file:
```
52
Properties=species:S:1:pos:R:3:nbo_charge:R:1
Ru -0.1189 0.2025 -0.0028 1.02
C 2.2619 2.2849 0.0020 -0.66
C 2.8707 0.9178 0.0100 0.25
C 4.2392 0.6927 0.0035 -0.22
C 4.7132 -0.6044 -0.0018 -0.11
C 3.8121 -1.6625 0.0090 -0.25
C 2.4544 -1.3906 0.0198 -0.09
N 2.0153 -0.1179 0.0187 -0.51
Sb 1.0709 -3.0551 0.0279 1.16
C -0.0589 -2.1948 1.6628 -0.05
C -0.6927 -3.0133 2.5768 -0.28
C -1.2231 -2.4363 3.7251 -0.10
C -1.0576 -1.0816 3.9480 -0.23
C -0.4066 -0.3047 3.0002 0.25
C -0.1449 1.1571 3.2028 -0.65
N 0.0575 -0.8689 1.8688 -0.52
C -0.0181 -2.2223 -1.6560 -0.06
C -0.6727 -3.0415 -2.5552 -0.27
C -1.1990 -2.4712 -3.7078 -0.10
C -1.0109 -1.1221 -3.9500 -0.24
C -0.3579 -0.3404 -3.0072 0.25
C -0.1074 1.1223 -3.2146 -0.66
N 0.1053 -0.8981 -1.8701 -0.51
H 3.0150 3.0659 0.0757 0.26
H 1.5758 2.3966 0.8466 0.23
H 1.7063 2.4451 -0.9263 0.23
H 4.9205 1.5322 0.0004 0.25
H 5.7785 -0.7944 -0.0169 0.25
H 4.1635 -2.6854 0.0067 0.25
H -0.7704 -4.0775 2.3993 0.25
H -1.7448 -3.0458 4.4520 0.25
H -1.4321 -0.6185 4.8506 0.25
H -0.8265 1.5892 3.9319 0.25
H -0.2374 1.7102 2.2669 0.21
H 0.8742 1.2979 3.5690 0.26
H -0.7736 -4.1011 -2.3616 0.25
H -1.7408 -3.0801 -4.4203 0.25
H -1.3667 -0.6713 -4.8667 0.25
H -0.7688 1.5395 -3.9712 0.25
H 0.9219 1.2754 -3.5458 0.26
H -0.2429 1.6783 -2.2857 0.21
N -4.1114 -1.0910 -0.3980 -0.74
C -2.9630 -0.4373 -0.3695 0.72
O -1.9004 -1.0004 -0.0044 -0.62
C -2.8748 0.9692 -0.8046 -0.54
C -1.6790 1.5801 -0.1086 -0.48
H -4.1452 -2.0575 -0.1123 0.43
H -4.9724 -0.6433 -0.6632 0.43
H -3.7967 1.5221 -0.5995 0.26
H -2.7578 0.9773 -1.8929 0.26
H -1.8769 1.7434 0.9532 0.21
H -1.3723 2.5086 -0.5878 0.22
```

Values from the calculation:
Charge: +2
Lowest unoccupied orbital energy (alpha / beta): -6.8 / -6.5 eV
2S+1: 2
Maximum force: 1.66 eV/A
<S²>: 0.7648
Total energy: -39279.0866 eV
Relative energy (zero: lowest compared OMol25 entry of this formula, charge and spin): 0.0000 eV
Orbital gap (alpha / beta): 7.9 / 8.3 eV

=====

C21H24N5PtSSe | wB97M-V/def2-TZVPD

XYZ file:
```
53
Properties=species:S:1:pos:R:3:nbo_charge:R:1
Pt -1.0486 0.1145 -0.2756 0.66
N 2.6205 2.2925 -0.7050 -0.59
C 3.7551 1.4737 -0.4857 0.20
C 5.0145 2.0359 -0.5573 -0.24
C 6.1340 1.2443 -0.3299 -0.19
C 5.9800 -0.0970 -0.0218 -0.20
C 4.7092 -0.6529 0.0575 -0.18
C 3.5903 0.1294 -0.1790 -0.26
S 2.0039 -0.6523 -0.1496 0.52
N 0.9323 0.6959 -0.2843 -0.67
C 1.3299 1.9144 -0.5146 0.45
C 0.3113 3.0437 -0.5006 0.14
C 0.6980 4.3799 -0.5193 -0.22
C -0.2868 5.3589 -0.5242 -0.14
C -1.6155 4.9762 -0.4947 -0.22
C -1.9077 3.6210 -0.4269 0.05
N -0.9744 2.6802 -0.4210 -0.46
H 2.8099 3.2460 -0.9558 0.41
H 5.1298 3.0851 -0.7933 0.22
H 7.1197 1.6815 -0.3941 0.23
H 6.8439 -0.7203 0.1568 0.23
H 4.5922 -1.7027 0.2939 0.23
H 1.7314 4.6919 -0.5034 0.22
H -0.0106 6.4030 -0.5469 0.24
H -2.4144 5.7027 -0.5080 0.24
H -2.9347 3.2815 -0.3653 0.20
N -2.9797 -0.4409 -0.3737 -0.75
C -3.4333 -1.3207 0.7340 -0.23
C -3.3818 -0.5987 2.0723 -0.43
C -1.9831 -0.4160 2.6548 -0.22
N -1.1497 0.5442 1.9029 -0.83
H -3.5592 0.4006 -0.3797 0.39
H -3.1175 -0.9008 -1.2792 0.43
H -2.7798 -2.1919 0.7385 0.24
H -4.4499 -1.6606 0.5169 0.21
H -3.9521 -1.1971 2.7855 0.25
H -3.9053 0.3613 2.0115 0.20
H -1.4639 -1.3762 2.6279 0.21
H -2.0552 -0.1106 3.7039 0.20
H -0.1875 0.4854 2.2218 0.40
H -1.4499 1.5007 2.0717 0.39
Se -0.8245 -1.2820 -2.2167 -0.09
C -1.0460 -3.0288 -1.4394 -0.22
C -1.5494 -4.0254 -2.2722 -0.19
C -1.6992 -5.3206 -1.8049 -0.21
C -1.3594 -5.6401 -0.4972 -0.22
C -0.8526 -4.6510 0.3334 -0.20
C -0.6915 -3.3567 -0.1365 -0.28
H -1.8291 -3.7867 -3.2902 0.21
H -2.0898 -6.0821 -2.4655 0.22
H -1.4820 -6.6497 -0.1326 0.22
H -0.5672 -4.8895 1.3497 0.21
H -0.2747 -2.5928 0.5116 0.21
```

Values from the calculation:
Charge: +1
Lowest unoccupied orbital energy: -3.2 eV
2S+1: 1
Maximum force: 0.86 eV/A
Total energy: -109041.2052 eV
Relative energy (zero: lowest compared OMol25 entry of this formula, charge and spin): 0.3501 eV
Orbital gap: 6.4 eV

=====

> Which value of relative energy (zero: lowest compared OMol25 entry of this formula, charge and spin) does entry 4 give?

0.3501 eV

=====

> Look up the total energy of the third one.

-39279.0866 eV

=====

> What is the formula in the fourth record?

C21H24N5PtSSe